Entry from OMol25: C4H7NO2 in the gas phase in a non-equilibrium geometry (wB97M-V/def2-TZVPD).

Results
Structure (SMILES): C=C/C(=N/O)OC
Gap between HOMO and LUMO, eV: 9.70
Spin multiplicity: 1
LUMO energy, hartree: 0.030
HOMO energy, eV: -8.88
Calculated total energy, hartree: -361.716840

Element x y z (Å)
C: -2.186 -0.639 -0.079
C: 0.095 0.112 0.048
C: 0.908 0.802 1.034
C: 2.187 1.214 0.839
H: -1.872 -1.661 0.144
H: -3.021 -0.547 0.581
H: -2.258 -0.590 -1.141
H: 0.451 1.135 1.961
H: 2.793 0.789 0.033
H: 2.780 1.865 1.547
H: 0.663 -1.172 -2.609
N: 0.730 -0.423 -0.891
O: -1.158 0.277 0.376
O: -0.112 -1.164 -1.842

Atom charges from the natural (NBO) analysis, given in e for atoms 1 to 4:
1. C -0.2606
2. C 0.4559
3. C -0.2517
4. C -0.3303


Entry from OMol25: 16 unconnected molecules or ions with the total composition C71H185N21O27 in a non-equilibrium geometry (wB97M-V/def2-TZVPD).

Results
Gap between HOMO and LUMO, eV: 8.82
Spin multiplicity: 1
LUMO energy, hartree: 0.009
HOMO energy, eV: -8.56
Calculated total energy, hartree: -5997.048885

Element x y z (Å)
C: 10.984 -30.392 -10.279
O: 10.737 -29.258 -9.854
N: 10.105 -31.404 -10.281
N: 12.297 -30.689 -10.630
H: 9.132 -31.196 -9.992
H: 10.418 -32.364 -10.318
H: 12.415 -31.427 -11.256
H: 12.924 -29.959 -10.820
C: 11.971 -37.585 -12.511
O: 11.502 -38.672 -12.806
N: 11.331 -36.431 -12.794
N: 13.157 -37.452 -11.833
H: 11.467 -35.569 -12.277
H: 10.505 -36.600 -13.395
H: 13.479 -36.605 -11.350
H: 13.610 -38.325 -11.493
C: 12.376 -34.074 -10.406
O: 11.588 -33.744 -11.345
N: 11.773 -34.533 -9.291
N: 13.743 -34.160 -10.515
H: 12.245 -34.824 -8.489
H: 10.753 -34.786 -9.351
H: 14.405 -34.161 -9.669
H: 14.055 -33.747 -11.329
C: 10.171 -28.888 -6.543
O: 10.182 -28.604 -5.312
N: 10.067 -27.941 -7.542
N: 10.156 -30.201 -6.827
H: 10.618 -27.107 -7.376
H: 10.192 -28.399 -8.476
H: 9.948 -30.902 -6.114
H: 10.333 -30.565 -7.745
C: 7.036 -28.146 -3.759
O: 5.960 -27.988 -3.210
N: 8.208 -27.651 -3.164
N: 7.242 -28.930 -4.872
H: 9.054 -27.669 -3.661
H: 8.101 -27.412 -2.223
H: 6.528 -28.948 -5.541
H: 8.183 -28.753 -5.205
C: 3.633 -29.026 -4.518
O: 2.730 -29.864 -5.238
C: 1.819 -30.514 -4.349
C: 2.299 -31.873 -3.910
N: 1.373 -32.375 -2.864
C: 1.840 -33.482 -2.064
C: 2.484 -33.024 -0.756
O: 3.671 -32.140 -1.024
C: 3.929 -31.270 0.118
H: 4.139 -28.328 -5.223
H: 4.386 -29.601 -3.962
H: 3.094 -28.360 -3.809
H: 0.870 -30.649 -4.922
H: 1.640 -29.839 -3.513
H: 3.211 -31.787 -3.380
H: 2.380 -32.469 -4.842
H: 0.547 -32.675 -3.344
H: 2.581 -34.068 -2.657
H: 0.953 -34.100 -1.871
H: 2.834 -33.758 -0.040
H: 1.811 -32.349 -0.254
H: 3.733 -31.934 1.013
H: 3.135 -30.443 0.284
H: 4.923 -30.947 0.042
C: 2.672 -23.114 -7.791
O: 2.708 -21.706 -8.210
C: 3.545 -20.926 -7.435
C: 5.051 -21.086 -7.599
N: 5.606 -22.227 -6.856
C: 7.054 -22.408 -6.974
C: 7.287 -23.819 -6.463
O: 6.591 -24.723 -7.317
C: 6.278 -25.965 -6.692
H: 1.591 -23.360 -7.980
H: 3.126 -23.181 -6.829
H: 3.333 -23.563 -8.533
H: 3.274 -21.026 -6.344
H: 3.399 -19.877 -7.777
H: 5.431 -20.233 -7.189
H: 5.294 -21.223 -8.724
H: 5.265 -23.054 -7.352
H: 7.658 -21.722 -6.393
H: 7.331 -22.272 -8.044
H: 6.842 -23.981 -5.500
H: 8.384 -23.983 -6.524
H: 6.283 -26.680 -7.549
H: 5.255 -25.926 -6.186
H: 6.975 -26.270 -5.949
C: 16.833 -32.521 -3.761
O: 16.330 -32.011 -2.511
C: 14.960 -31.759 -2.558
C: 14.756 -30.480 -3.291
N: 15.253 -29.342 -2.521
C: 15.142 -28.060 -3.279
C: 15.545 -26.908 -2.368
O: 15.840 -25.747 -3.054
C: 16.455 -24.873 -2.142
H: 16.884 -31.720 -4.502
H: 16.175 -33.318 -4.187
H: 17.846 -32.896 -3.521
H: 14.662 -31.583 -1.552
H: 14.467 -32.635 -3.052
H: 13.655 -30.422 -3.399
H: 15.144 -30.396 -4.319
H: 16.199 -29.497 -2.312
H: 14.061 -27.893 -3.532
H: 15.696 -28.020 -4.225
H: 16.420 -27.269 -1.827
H: 14.793 -26.619 -1.558
H: 17.538 -25.106 -2.064
H: 15.970 -25.051 -1.228
H: 16.388 -23.849 -2.522
C: 5.896 -31.852 -5.771
O: 5.472 -32.338 -6.990
C: 5.113 -31.292 -7.923
C: 6.225 -30.781 -8.754
N: 7.047 -31.791 -9.438
C: 6.504 -32.177 -10.781
C: 7.490 -33.197 -11.394
O: 6.638 -34.008 -12.224
C: 7.284 -34.418 -13.452
H: 5.149 -31.388 -5.175
H: 6.702 -31.126 -5.882
H: 6.240 -32.667 -5.175
H: 4.674 -30.422 -7.393
H: 4.285 -31.678 -8.521
H: 6.978 -30.286 -8.154
H: 5.936 -30.067 -9.494
H: 7.111 -32.603 -8.856
H: 6.362 -31.260 -11.429
H: 5.566 -32.711 -10.688
H: 7.971 -33.763 -10.555
H: 8.236 -32.699 -11.995
H: 7.726 -33.570 -13.990
H: 6.579 -34.913 -14.141
H: 8.126 -35.122 -13.270
C: 19.220 -35.363 -6.766
O: 17.948 -35.205 -7.417
C: 17.856 -33.874 -7.770
C: 16.723 -33.755 -8.769
N: 15.450 -34.270 -8.255
C: 14.987 -33.481 -7.086
C: 14.826 -31.987 -7.486
O: 14.004 -31.393 -6.579
C: 13.782 -30.029 -6.699
H: 19.243 -36.402 -6.502
H: 19.126 -34.868 -5.770
H: 20.086 -34.944 -7.275
H: 18.787 -33.479 -8.297
H: 17.656 -33.212 -6.915
H: 17.047 -34.366 -9.633
H: 16.664 -32.730 -9.139
H: 15.737 -35.264 -7.952
H: 15.669 -33.600 -6.269
H: 13.924 -33.808 -6.928
H: 14.375 -32.069 -8.535
H: 15.787 -31.497 -7.647
H: 13.734 -29.739 -7.720
H: 14.608 -29.448 -6.248
H: 12.877 -29.836 -6.160
C: 14.151 -37.234 -4.487
O: 13.162 -37.670 -5.394
C: 13.064 -37.072 -6.710
C: 14.076 -37.676 -7.669
N: 15.426 -37.312 -7.278
C: 16.501 -38.094 -7.848
C: 16.667 -39.391 -7.097
O: 16.972 -38.955 -5.768
C: 17.508 -40.059 -4.993
H: 14.588 -36.239 -4.749
H: 14.936 -37.990 -4.591
H: 13.694 -37.204 -3.490
H: 13.313 -36.005 -6.733
H: 12.044 -37.211 -7.092
H: 13.942 -37.166 -8.613
H: 13.839 -38.765 -7.760
H: 15.542 -37.192 -6.290
H: 17.463 -37.549 -7.663
H: 16.301 -38.098 -8.920
H: 17.431 -40.075 -7.440
H: 15.711 -39.966 -7.028
H: 18.051 -39.586 -4.134
H: 18.177 -40.597 -5.678
H: 16.808 -40.821 -4.654
C: 9.928 -40.111 -5.034
O: 9.095 -39.090 -4.459
C: 9.861 -38.120 -3.827
C: 8.946 -37.132 -3.283
N: 8.379 -36.275 -4.244
C: 7.775 -35.023 -3.743
C: 7.018 -35.264 -2.440
O: 5.850 -35.984 -2.860
C: 5.024 -36.078 -1.725
H: 10.877 -39.648 -5.388
H: 9.402 -40.635 -5.900
H: 10.135 -40.846 -4.325
H: 10.472 -37.636 -4.616
H: 10.455 -38.544 -2.952
H: 9.647 -36.588 -2.621
H: 8.215 -37.631 -2.613
H: 7.718 -36.783 -4.850
H: 7.053 -34.635 -4.449
H: 8.504 -34.193 -3.598
H: 6.588 -34.319 -2.134
H: 7.549 -35.795 -1.627
H: 5.522 -36.690 -0.997
H: 4.087 -36.473 -2.089
H: 4.835 -35.103 -1.310
C: 11.952 -40.436 -9.686
O: 12.770 -40.990 -8.653
C: 14.025 -41.578 -9.107
C: 13.800 -42.890 -9.891
N: 13.267 -43.977 -9.079
C: 14.067 -44.572 -8.013
C: 13.573 -45.926 -7.626
O: 14.341 -46.410 -6.534
C: 13.607 -47.138 -5.528
H: 12.483 -40.204 -10.598
H: 11.368 -39.663 -9.247
H: 11.221 -41.202 -9.963
H: 14.574 -41.836 -8.241
H: 14.582 -40.863 -9.716
H: 14.765 -43.275 -10.320
H: 13.201 -42.706 -10.725
H: 12.359 -43.748 -8.724
H: 14.116 -44.010 -7.068
H: 15.135 -44.710 -8.399
H: 13.619 -46.598 -8.441
H: 12.481 -45.829 -7.328
H: 13.329 -48.077 -5.929
H: 12.682 -46.610 -5.184
H: 14.364 -47.220 -4.688
C: 8.782 -36.414 -9.987
O: 9.247 -35.347 -9.202
C: 8.418 -35.115 -8.015
C: 9.111 -34.039 -7.050
N: 10.198 -34.616 -6.278
C: 11.214 -33.666 -5.812
C: 10.991 -33.151 -4.349
O: 9.952 -32.238 -4.461
C: 9.634 -31.374 -3.360
H: 8.497 -37.293 -9.366
H: 9.594 -36.614 -10.713
H: 7.871 -36.152 -10.475
H: 8.147 -36.046 -7.482
H: 7.510 -34.699 -8.375
H: 8.341 -33.507 -6.462
H: 9.584 -33.304 -7.805
H: 9.829 -35.207 -5.507
H: 11.237 -32.772 -6.450
H: 12.217 -34.158 -5.930
H: 11.943 -32.716 -4.118
H: 10.838 -34.017 -3.667
H: 9.029 -31.899 -2.575
H: 8.986 -30.580 -3.685
H: 10.473 -30.840 -2.924
C: 3.692 -36.026 -5.865
O: 3.082 -36.797 -6.845
C: 4.038 -37.631 -7.431
C: 4.852 -37.026 -8.521
N: 4.073 -36.670 -9.668
C: 4.760 -35.761 -10.488
C: 3.900 -35.300 -11.617
O: 2.598 -34.851 -11.166
C: 2.706 -33.656 -10.396
H: 3.743 -36.529 -4.904
H: 2.964 -35.244 -5.608
H: 4.713 -35.621 -6.190
H: 3.490 -38.400 -7.935
H: 4.717 -38.158 -6.641
H: 5.540 -37.788 -8.924
H: 5.334 -36.098 -8.195
H: 3.197 -36.202 -9.440
H: 5.678 -36.130 -10.850
H: 4.971 -34.799 -9.877
H: 3.756 -36.163 -12.390
H: 4.479 -34.500 -12.071
H: 3.356 -32.885 -10.857
H: 2.877 -33.767 -9.289
H: 1.700 -33.279 -10.527
C: 8.372 -43.292 -12.917
O: 9.323 -44.305 -12.795
C: 10.289 -44.065 -11.799
C: 11.250 -45.236 -11.760
N: 10.428 -46.384 -11.259
C: 11.016 -47.689 -11.463
C: 11.645 -48.202 -10.134
O: 12.177 -49.533 -10.299
C: 13.515 -49.579 -10.742
H: 8.783 -42.260 -13.181
H: 7.904 -43.182 -11.953
H: 7.665 -43.559 -13.700
H: 9.816 -44.130 -10.797
H: 10.776 -43.099 -12.118
H: 12.081 -44.939 -11.142
H: 11.682 -45.517 -12.704
H: 9.532 -46.340 -11.751
H: 11.740 -47.825 -12.246
H: 10.288 -48.448 -11.717
H: 10.943 -48.365 -9.304
H: 12.551 -47.660 -9.825
H: 13.802 -50.677 -10.916
H: 14.158 -49.108 -10.015
H: 13.647 -49.070 -11.746

Atom charges from the Mulliken analysis, given in e for atoms 1 to 4:
1. C 0.4637
2. O -0.8726
3. N 0.2773
4. N -0.2089


Entry from OMol25: a molecular structure, C27H51N2OP3SeTi in a non-equilibrium geometry (wB97M-V/def2-TZVPD).

Results
Total charge: +3
Gap between HOMO and LUMO (alpha / beta), eV: 4.93 / 3.46
Spin multiplicity: 2
<S²>: 0.7602
LUMO energy (alpha / beta), hartree: -0.390 / -0.444
HOMO energy (alpha / beta), eV: -15.54 / -15.54
Calculated total energy, hartree: -5518.103565

Element x y z (Å)
Ti: -0.537 0.033 -0.710
P: -1.369 2.098 0.453
P: -1.833 -1.900 0.414
P: -2.632 0.157 -2.147
H: 4.409 3.012 -6.550
C: 3.554 3.654 -6.807
C: 3.136 4.640 -5.986
H: 3.719 4.966 -5.110
C: -0.306 2.725 1.785
C: -2.762 1.416 1.429
C: -2.125 3.629 -0.150
C: -1.395 -3.529 -0.315
C: -1.455 -2.345 2.152
C: -3.662 -2.061 0.523
C: -2.223 1.348 -3.471
C: -4.313 0.716 -1.672
C: -3.069 -1.360 -3.080
H: 3.068 3.427 -7.768
H: 2.212 5.197 -6.191
H: 0.697 2.960 1.402
H: -0.210 2.019 2.617
H: -0.806 3.640 2.135
H: -2.469 0.584 2.080
H: -3.595 1.088 0.800
H: -3.110 2.239 2.067
H: -1.360 4.257 -0.620
H: -2.523 4.136 0.740
H: -2.931 3.440 -0.864
H: -1.898 -4.312 0.274
H: -0.307 -3.672 -0.248
H: -1.698 -3.597 -1.367
H: -2.147 -3.152 2.438
H: -1.604 -1.505 2.843
H: -0.419 -2.701 2.239
H: -3.875 -2.975 1.102
H: -4.144 -2.147 -0.459
H: -4.095 -1.208 1.064
H: -3.110 1.471 -4.108
H: -1.378 0.988 -4.071
H: -1.945 2.317 -3.038
H: -4.925 0.727 -2.586
H: -4.305 1.726 -1.243
H: -4.776 0.029 -0.952
H: -3.918 -1.116 -3.736
H: -3.356 -2.185 -2.416
H: -2.217 -1.691 -3.689
C: 1.058 -0.199 -3.903
C: 1.445 1.119 -3.625
C: 2.048 1.855 -4.653
C: 2.301 1.224 -5.876
C: 1.937 -0.091 -6.142
C: 1.300 -0.822 -5.149
Se: 0.240 -1.291 -2.584
H: -0.459 1.736 -1.149
H: 1.276 1.558 -2.636
H: 2.307 2.903 -4.486
H: 2.801 1.758 -6.670
H: 2.153 -0.522 -7.119
H: 0.990 -1.851 -5.305
C: 1.741 0.062 7.153
C: 1.651 -1.322 6.564
N: 2.103 -1.384 5.170
C: 2.642 -2.702 4.775
C: 1.590 -3.792 4.624
C: 1.420 -0.607 4.264
O: 0.458 0.108 4.584
C: 1.890 -0.599 2.842
C: 3.219 -0.699 2.426
C: 3.513 -0.554 1.070
C: 2.477 -0.315 0.170
N: 1.204 -0.153 0.593
C: 0.900 -0.300 1.905
H: 2.766 0.443 7.088
H: 1.452 -0.004 8.202
H: 1.054 0.747 6.641
H: 2.298 -2.009 7.117
H: 0.623 -1.699 6.621
H: 3.218 -2.631 3.836
H: 3.344 -2.964 5.582
H: 2.087 -4.700 4.275
H: 0.836 -3.527 3.880
H: 1.117 -3.996 5.586
H: 4.000 -0.869 3.163
H: 4.522 -0.668 0.678
H: 2.625 -0.309 -0.920
H: -0.141 -0.112 2.204

Atom charges from the Mulliken analysis, given in e for atoms 1 to 4:
1. Ti -0.9872
2. P 1.3078
3. P 1.1554
4. P 0.9286